Entry 1:
{
  "formula": "C4H6N2O",
  "method": "ωB97M-V with the def2-TZVPD basis set",
  "gap_ev": 9.0923,
  "charge": 0,
  "relative_energy_kj_mol": 260.0,
  "spin_multiplicity": 1,
  "lumo_energy_ev": -0.3263,
  "smiles": "[H]/N=C\\NC(=C)C=O",
  "e_tot_ha": -340.6959,
  "homo_ev": -9.42,
  "species": ["O", "C", "H", "C", "N", "H", "C", "N", "H", "C", "H", "H", "H"],
  "positions_angstrom": [[-2.086, -1.262, -0.935], [0.674, 1.602, 0.404], [-1.048, 1.406, 1.005], [0.255, -1.870, 0.332], [-0.317, 2.139, 1.095], [-0.599, -2.613, 0.408], [-1.210, -0.468, -0.947], [0.899, 0.423, -0.236], [-1.180, 0.565, -1.490], [0.040, -0.621, -0.171], [1.488, 2.377, 0.305], [1.237, -1.964, 0.751], [1.847, 0.284, -0.521]]
}

=====

Entry 2:
{
  "formula": "C5H13NO2",
  "method": "ωB97M-V with the def2-TZVPD basis set",
  "gap_ev": 9.4806,
  "charge": 0,
  "relative_energy_kj_mol": 300.6,
  "spin_multiplicity": 1,
  "lumo_energy_ev": 0.8015,
  "smiles": "OCCCNCCO",
  "e_tot_ha": -403.4621,
  "homo_ev": -8.68,
  "species": ["H", "H", "H", "C", "H", "H", "O", "C", "C", "O", "C", "H", "H", "H", "H", "H", "H", "H", "N", "H", "C"],
  "positions_angstrom": [[0.777, -0.293, 1.505], [0.753, -2.608, -1.195], [-2.418, -1.081, 0.679], [0.400, -1.591, -1.247], [2.128, 1.356, 0.530], [-1.550, -2.435, -1.047], [1.231, 3.013, 1.165], [0.337, 0.712, 1.413], [-1.134, -1.418, -0.948], [0.709, -0.948, -2.535], [-1.325, -0.928, 0.463], [1.321, -0.231, -2.396], [-1.052, -1.646, 1.272], [0.244, 1.233, 2.380], [-1.051, 1.038, 0.001], [0.948, -0.846, -0.619], [-1.539, -0.624, -1.574], [0.764, 1.723, -0.513], [-0.989, 0.425, 0.811], [0.353, 3.374, 1.315], [1.093, 1.775, 0.543]]
}

=====

Entry 3:
{
  "formula": "C4H5ClFNO",
  "method": "ωB97M-V with the def2-TZVPD basis set",
  "gap_ev": 10.6485,
  "charge": 0,
  "relative_energy_kj_mol": 344.0,
  "spin_multiplicity": 1,
  "lumo_energy_ev": 0.5375,
  "smiles": "F[C@@]1(Cl)C=NOCC1",
  "e_tot_ha": -845.3357,
  "homo_ev": -10.11,
  "species": ["C", "H", "O", "C", "Cl", "C", "H", "N", "H", "H", "H", "C", "F"],
  "positions_angstrom": [[1.146, -0.679, 0.002], [0.003, -0.557, -1.743], [1.609, 0.468, -0.420], [-1.036, 0.202, 0.205], [-2.702, 0.440, -0.320], [-0.222, 1.471, 0.336], [-0.738, -1.796, -0.520], [1.044, 1.682, 0.144], [1.789, -1.457, -0.353], [-0.712, 2.436, 0.765], [0.900, -0.881, 1.179], [-0.169, -0.802, -0.627], [-0.913, -0.528, 1.351]]
}

=====

Entry 4:
{
  "formula": "C4H8Cl8",
  "method": "ωB97M-V with the def2-TZVPD basis set",
  "gap_ev": 9.3813,
  "charge": 0,
  "relative_energy_kj_mol": 711.4,
  "spin_multiplicity": 1,
  "lumo_energy_ev": 0.1811,
  "e_tot_ha": -3838.4632,
  "homo_ev": -9.20,
  "species": ["C", "Cl", "Cl", "Cl", "Cl", "H", "Cl", "C", "H", "H", "H", "Cl", "C", "C", "H", "Cl", "H", "H", "H", "Cl"],
  "positions_angstrom": [[-2.565, -2.824, 1.163], [-0.278, -2.199, 1.569], [-3.244, -3.989, 2.254], [-0.324, 0.682, 1.051], [0.734, 0.186, -1.470], [0.872, 1.299, -3.608], [2.554, 0.638, 1.062], [1.768, 2.163, 0.495], [-1.482, -2.946, 1.158], [1.004, 1.939, -0.250], [0.308, -1.021, -0.510], [0.760, 3.077, -1.994], [0.386, 1.466, -2.647], [0.421, -0.851, 0.561], [-0.682, 1.398, -2.855], [-2.824, -1.136, 1.803], [-3.072, -2.988, 0.212], [1.199, 2.613, 1.309], [1.476, -0.793, 0.831], [2.989, 3.285, -0.135]]
}

=====

Entry 5:
{
  "formula": "C11H30Cl2N4O2Ru",
  "method": "ωB97M-V with the def2-TZVPD basis set",
  "gap_ev": [9.8807, 7.7132],
  "charge": 3,
  "relative_energy_kj_mol": 0.0,
  "spin_multiplicity": 2,
  "lumo_energy_ev": [-9.6324, -11.8011],
  "e_tot_ha": -1820.9246,
  "s2": 0.7538,
  "homo_ev": [-19.51, -19.51],
  "species": ["Cl", "H", "C", "C", "H", "C", "C", "H", "H", "C", "H", "O", "H", "H", "H", "H", "H", "H", "O", "C", "H", "C", "H", "C", "H", "C", "H", "Ru", "H", "H", "H", "H", "H", "H", "H", "H", "N", "H", "N", "H", "H", "C", "H", "H", "H", "C", "N", "H", "N", "Cl"],
  "positions_angstrom": [[-3.199, 1.390, 1.236], [-2.400, -0.418, -1.405], [2.316, 0.993, 1.838], [-1.083, -2.940, 0.365], [0.528, -4.270, 0.888], [2.853, -0.084, -1.734], [1.010, 1.216, 2.568], [-0.233, 1.287, -1.871], [0.730, -2.750, 2.891], [0.361, -3.350, 0.329], [0.691, -3.512, -0.697], [1.173, -2.279, 0.889], [-0.194, 2.758, 0.637], [2.193, -1.758, 2.611], [2.211, -3.483, 2.224], [1.136, 1.059, 3.639], [4.073, 1.062, -0.356], [2.778, 0.054, 2.135], [-1.157, -1.645, -0.292], [1.596, -2.586, 2.247], [-2.558, -2.162, -1.739], [-4.022, 2.716, 0.335], [-3.235, -1.463, -0.232], [3.255, 0.339, -0.338], [-0.941, 0.717, 2.073], [1.771, 2.299, -0.194], [-1.698, -3.654, -0.184], [0.458, -0.376, 0.056], [1.952, -1.913, -1.433], [2.250, 3.053, 0.432], [3.032, 1.788, 2.060], [1.165, -1.005, -2.520], [2.601, 0.761, -2.371], [0.087, 3.396, -0.969], [-1.476, -2.839, 1.379], [-5.054, 2.413, 0.205], [1.641, -0.960, -1.620], [3.586, -0.528, 0.237], [-0.345, 1.308, -0.857], [-3.926, 3.618, 0.926], [2.234, 2.370, -1.176], [-2.433, -1.408, -0.964], [0.645, 2.231, 2.440], [3.668, -0.620, -2.222], [-1.357, 1.388, -0.707], [0.284, 2.545, -0.317], [2.063, 0.924, 0.365], [-0.087, -0.545, 2.632], [-0.024, 0.267, 2.020], [-3.279, 2.957, -1.246]]
}

=====

Entry 6:
{
  "formula": "C6H13F3O7P2",
  "method": "ωB97M-V with the def2-TZVPD basis set",
  "gap_ev": 11.0516,
  "charge": 0,
  "spin_multiplicity": 1,
  "lumo_energy_ev": 0.5166,
  "e_tot_ha": -1745.5729,
  "homo_ev": -10.53,
  "species": ["H", "F", "C", "C", "C", "F", "O", "H", "O", "H", "O", "F", "P", "H", "C", "P", "H", "H", "H", "H", "O", "C", "H", "H", "H", "O", "H", "O", "H", "C", "O"],
  "positions_angstrom": [[0.730, 2.077, -2.239], [-0.979, 0.286, 3.898], [0.462, 1.026, -2.110], [2.284, -1.909, -1.487], [1.398, 0.107, -2.863], [-2.777, -0.569, 4.645], [0.209, 4.065, 2.839], [3.072, -1.164, -1.336], [2.857, -3.103, -2.031], [-0.565, 3.961, 0.545], [0.022, 1.878, 1.449], [-1.302, -1.832, 3.728], [-0.563, 3.361, 1.804], [-1.850, -2.060, 1.436], [-1.897, -0.639, 3.678], [-0.622, 0.978, 0.300], [1.316, -1.991, -3.368], [3.072, -3.712, -1.315], [-1.895, 3.095, 2.102], [0.237, -1.530, -2.057], [-1.876, 1.505, -0.263], [-1.998, -0.987, 1.324], [-0.571, 0.881, -2.424], [1.830, -2.122, -0.517], [2.429, 0.434, -2.708], [-0.726, -0.442, 1.010], [-2.722, -0.756, 0.544], [-2.538, -0.431, 2.497], [1.151, 0.222, -3.921], [1.238, -1.372, -2.473], [0.573, 0.742, -0.685]]
}